No. 1
C47H47AsNOP2Pt | the ωB97M-V functional and the def2-TZVPD basis

Geometry as XYZ:
```
100
Properties=species:S:1:pos:R:3:forces:R:3
Pt -0.250194 -0.235552 0.166058 -0.1 0.1 -0.2
C -4.427455 0.348892 -0.935932 0.0 -0.1 -0.1
N -3.000875 0.145346 -0.630600 0.0 0.1 -0.1
P -2.180342 -1.328815 -0.810404 0.0 0.2 0.5
C -2.749935 -2.143374 -2.286388 0.1 -0.1 0.0
C -2.214748 -1.771489 -3.521767 0.0 0.0 0.0
C -2.716510 -2.336162 -4.680955 0.0 0.0 0.0
C -3.745112 -3.267695 -4.607388 0.0 0.0 0.0
C -4.274860 -3.641027 -3.380029 0.0 0.0 0.0
C -3.778237 -3.086711 -2.212195 0.0 0.0 0.0
C -2.561042 -2.343148 0.617818 -0.2 -0.1 -0.1
C -2.034519 -3.638486 0.679665 0.0 0.0 0.0
C -2.243506 -4.411909 1.804182 0.0 0.0 0.1
C -2.972562 -3.900871 2.875746 0.0 0.0 0.0
C -3.495360 -2.617643 2.820512 0.0 0.0 0.0
C -3.288328 -1.834589 1.693861 0.1 0.0 0.0
P -1.829188 1.375535 -0.592546 0.1 -0.2 -0.2
C -1.561733 1.940816 -2.280325 -0.2 0.1 0.0
C -2.585754 2.619508 -2.950317 0.0 0.0 0.0
C -2.452999 2.926552 -4.292871 0.0 0.0 0.0
C -1.298373 2.565666 -4.975863 0.0 0.0 0.0
C -0.274720 1.904225 -4.312982 0.0 0.0 0.0
C -0.402439 1.590636 -2.967409 0.1 0.0 0.0
C -2.482732 2.713463 0.377453 0.0 0.0 0.1
C -3.175491 2.409376 1.554565 0.0 0.0 0.0
C -3.656930 3.429294 2.352962 0.0 0.0 0.0
C -3.435690 4.753769 1.991086 0.0 0.0 0.0
C -2.730841 5.060500 0.835944 0.0 -0.1 0.0
C -2.248385 4.044024 0.025353 0.0 0.0 0.0
H -4.713372 -0.248736 -1.803177 0.0 0.0 0.0
H -4.605264 1.398029 -1.163051 0.0 0.0 0.0
H -5.048302 0.070823 -0.085422 0.0 0.0 0.0
H -1.418094 -1.039776 -3.574735 0.0 0.0 0.0
H -2.306642 -2.056155 -5.640881 0.0 0.0 0.0
H -4.134922 -3.709492 -5.514022 0.0 0.0 0.0
H -5.074453 -4.366715 -3.332621 0.0 0.0 0.0
H -4.186603 -3.387373 -1.255974 0.0 0.0 0.0
H -1.477795 -4.042532 -0.158116 0.0 0.0 0.0
H -1.852056 -5.417867 1.851541 0.0 0.0 0.0
H -3.140416 -4.512291 3.751121 0.0 0.0 0.0
H -4.071089 -2.231601 3.649592 0.0 0.0 0.0
H -3.687674 -0.830874 1.653390 -0.1 0.0 0.0
H -3.485164 2.918607 -2.427159 0.0 0.0 0.0
H -3.246054 3.451597 -4.806747 0.0 0.0 0.0
H -1.197310 2.807946 -6.024778 0.0 0.0 0.0
H 0.622729 1.630274 -4.850700 0.0 0.0 0.0
H 0.399043 1.075367 -2.452438 0.0 0.0 0.0
H -3.345258 1.376339 1.835615 0.0 0.0 0.0
H -4.208098 3.199208 3.253868 0.0 0.0 0.0
H -3.818421 5.550539 2.613939 0.0 0.0 0.0
H -2.565267 6.091621 0.560118 0.0 0.0 0.0
H -1.702625 4.287700 -0.876157 0.0 0.0 0.0
O 1.638621 0.275442 -0.781260 0.0 -0.2 -0.1
As 3.094073 -0.045862 0.003439 -0.1 0.1 0.0
C 3.356422 -1.890029 0.373100 0.0 -0.1 0.0
C 2.422148 -2.776738 -0.159419 -0.1 0.0 -0.1
C 2.581836 -4.135771 0.057979 0.0 0.0 0.0
C 3.666762 -4.601522 0.786827 0.0 0.0 0.0
C 4.606760 -3.715924 1.296569 0.0 0.0 0.0
C 4.460367 -2.354227 1.088643 0.0 0.0 0.0
C 3.387694 1.181745 1.418800 0.1 0.0 0.1
C 3.092731 2.516147 1.134802 0.0 0.0 -0.1
C 3.292013 3.473942 2.114412 0.0 0.0 0.0
C 3.780461 3.102175 3.359991 0.0 0.0 0.0
C 4.064491 1.772433 3.639798 0.0 0.0 0.0
C 3.872403 0.801181 2.668316 -0.1 -0.1 0.0
C 4.439842 0.409323 -1.338137 -0.1 0.1 -0.1
C 4.046488 0.779271 -2.626518 -0.1 0.0 -0.1
C 5.013389 1.032334 -3.567935 -0.2 0.0 0.1
C 6.401255 0.944569 -3.216990 0.1 0.0 0.1
C 6.798659 0.589273 -1.922432 0.0 0.0 0.1
C 5.832927 0.342217 -0.985563 0.2 0.0 0.0
H 1.584304 -2.411885 -0.747704 0.1 0.0 0.1
H 1.867666 -4.834166 -0.353140 0.0 0.0 0.0
H 3.788325 -5.662883 0.950133 0.0 0.0 0.0
H 5.455637 -4.086719 1.852630 0.0 0.0 0.0
H 5.208026 -1.679434 1.484228 0.0 0.1 0.0
H 2.694614 2.802070 0.167380 0.0 0.0 0.0
H 3.065389 4.511088 1.910171 0.0 0.0 0.0
H 3.937127 3.854287 4.121305 0.0 0.0 0.0
H 4.431637 1.491359 4.617241 0.0 0.0 0.0
H 4.066693 -0.235921 2.905859 0.0 -0.1 0.0
H 2.991834 0.840788 -2.864989 0.0 0.0 0.0
H 4.756171 1.296598 -4.584480 -0.1 0.0 0.0
H 7.143622 1.176675 -3.969572 0.0 0.0 0.0
H 7.849642 0.536519 -1.676698 0.0 0.0 0.0
H 6.106707 0.104682 0.035982 0.0 0.0 0.0
C -0.083557 1.509126 3.161452 0.0 0.1 -0.1
C -0.593303 0.077016 3.225977 -0.1 -0.1 0.0
C -0.358216 -0.514626 4.626605 0.0 0.0 0.0
C 0.081012 -0.832536 2.230659 0.1 0.0 0.2
H -0.611316 2.137204 3.877435 0.0 0.0 0.0
H -0.212678 1.957326 2.170940 0.0 0.0 0.0
H 0.978491 1.543398 3.412735 0.1 0.0 0.0
H -1.673858 0.062957 3.042309 0.0 0.0 0.0
H 0.704675 -0.503675 4.871805 0.0 0.0 0.0
H -0.715271 -1.541418 4.697525 0.0 0.0 0.0
H -0.880596 0.077128 5.376993 0.0 0.0 0.0
H -0.274145 -1.864208 2.243112 0.0 0.0 -0.1
H 1.173988 -0.795495 2.309249 0.0 0.0 0.0
```
Forces are in eV/Å.

## Properties
Total charge: +3
Multiplicity: 5
DFT total energy in eV: -135674.697
Expectation value of S²: 6.031
HOMO level (alpha / beta) in eV: -14.6206 / -16.0786
Frontier orbital gap (alpha / beta) in eV: 6.2 / 3.7
LUMO energy (alpha / beta) in eV: -8.403 / -12.339

No. 2
C10H20ClIN2OPRuSe | the ωB97M-V functional and the def2-TZVPD basis

Geometry as XYZ:
```
38
Properties=species:S:1:pos:R:3:forces:R:3
C -2.191303 2.583068 -0.886095 -2.2 3.3 1.0
I -2.549617 0.846364 -1.760437 -0.1 -2.7 -1.3
H -1.188168 2.956821 -0.976502 0.1 -0.2 0.5
H -2.654287 2.558284 0.128350 0.9 0.3 -0.9
H -2.797674 3.313921 -1.452180 0.2 -0.2 0.2
Ru 1.119567 0.095588 2.099857 3.4 0.1 1.7
P 1.041877 1.671972 -1.141480 0.1 1.8 -2.2
C 0.431804 2.300867 -2.730049 -1.6 0.0 -0.5
C 1.631031 3.277255 -0.538984 0.2 -0.4 0.4
H 3.185210 0.609756 -1.050364 -0.5 0.0 -0.8
H 2.807536 1.486747 -2.583469 0.0 -0.3 0.1
H 2.084295 -0.126556 -2.291536 0.1 0.1 0.0
C 2.412073 0.804226 -1.820319 1.5 -1.1 0.7
H 2.252346 3.132727 0.350991 -0.1 0.4 -0.2
H 2.233194 3.597224 -1.392898 0.1 0.4 0.3
H 1.302160 2.766998 -3.162306 0.3 0.2 -0.3
H -0.352900 3.068944 -2.652672 0.4 -0.4 -0.1
H 0.765783 3.941935 -0.380834 0.5 -0.2 0.1
H 0.085273 1.500792 -3.385658 0.1 0.1 0.1
C 0.454091 1.380466 0.922760 -4.5 3.6 -1.1
O -0.648479 1.888189 0.906418 3.3 -1.1 0.6
Cl 3.266402 0.281129 1.260988 0.0 -0.2 0.7
C 1.378600 -2.413367 2.467650 0.2 -0.5 -0.9
N 0.103298 -2.994822 2.024568 0.2 0.2 0.5
C -0.157354 -4.217772 1.431975 0.7 -0.2 -0.2
C -1.350689 -4.145581 0.804139 0.0 1.6 0.5
N -1.828888 -2.844591 1.047231 0.4 -0.1 0.5
C -2.951015 -2.160909 0.413194 -0.9 0.4 -0.6
C -0.954330 -2.200031 1.857137 -0.5 -1.2 -1.6
Se -1.048305 -0.481216 2.493774 -2.7 -0.1 1.1
H 1.775998 -1.704704 1.648780 -0.2 -1.8 0.4
H 2.117184 -3.200971 2.579209 0.1 0.1 0.2
H 1.256858 -1.831696 3.389814 0.0 -0.7 0.3
H 0.557590 -5.018448 1.481727 0.0 -0.1 0.0
H -1.876899 -4.846497 0.192157 -0.2 -0.2 -0.1
H -2.735922 -1.913128 -0.654487 0.1 -0.4 0.9
H -3.869133 -2.771981 0.427925 0.5 0.2 0.3
H -3.107205 -1.191004 0.931627 -0.1 -0.8 -0.3
```
Forces are in eV/Å.

## Properties
Total charge: +2
Multiplicity: 6
DFT total energy in eV: -113540.476
Expectation value of S²: 8.782
HOMO level (alpha / beta) in eV: -13.9390 / -15.1519
Frontier orbital gap (alpha / beta) in eV: 7.2 / 5.1
LUMO energy (alpha / beta) in eV: -6.727 / -10.044

Q: Which of these has the highest multiplicity?
A: C10H20ClIN2OPRuSe